{"formula": "N3O3", "method": "ωB97M-V/def2-TZVPD", "symbols": ["N", "N", "N", "O", "O", "O"], "coordinates": [[1.25654, -0.33869, -0.67610], [-1.14035, 0.07516, -0.76978], [1.28330, 0.01818, 0.37770], [1.67320, 0.18605, 1.45900], [-2.31899, -0.30186, -0.82318], [-0.75370, 0.36116, 0.43236]], "forces_ev_per_a": [[1.2, -0.2, -1.3], [-0.8, 0.2, 2.5], [1.2, -1.6, -3.0], [0.1, 1.2, 3.3], [0.3, 0.2, -0.6], [-2.1, 0.3, -0.9]], "lowdin_charge": [0.1640, -0.3171, -0.3952, 0.0196, -0.2021, -0.2693], "e_above_lowest_kj_mol": 254.8, "charge": -1, "multiplicity": 1, "total_energy_ev": -10608.8912, "homo_lumo_gap_ha": 0.3009}

{"formula": "C26H45F3IrO2P2", "method": "ωB97M-V/def2-TZVPD", "symbols": ["Ir", "C", "C", "C", "C", "C", "C", "H", "H", "H", "C", "H", "H", "H", "C", "H", "H", "H", "C", "H", "H", "H", "C", "H", "H", "H", "C", "C", "C", "C", "C", "C", "C", "C", "H", "H", "H", "H", "H", "H", "H", "H", "H", "H", "H", "H", "P", "C", "H", "H", "H", "C", "H", "H", "H", "C", "H", "H", "H", "P", "C", "H", "H", "H", "C", "H", "H", "H", "C", "H", "H", "H", "F", "C", "F", "F", "C", "O", "O"], "coordinates": [[-0.81888, -0.75262, 0.57964], [1.52843, -1.09986, 1.85359], [1.72583, 0.29461, 1.92233], [-0.47015, -0.08485, 2.58238], [0.17041, -1.39207, 2.29808], [0.56408, 0.91680, 2.40453], [2.52135, -2.12402, 1.48945], [3.12033, -1.80217, 0.62944], [2.02860, -3.06744, 1.23765], [3.23724, -2.35874, 2.28975], [-0.26275, -2.63350, 2.99598], [0.31765, -3.48866, 2.63292], [-1.33818, -2.79329, 2.82387], [-0.09464, -2.53379, 4.07841], [-1.67937, 0.03694, 3.43884], [-1.38652, 0.08968, 4.49712], [-2.32528, -0.83761, 3.30269], [-2.24226, 0.94329, 3.18985], [0.49144, 2.32558, 2.83966], [0.99772, 2.47596, 3.80846], [-0.53999, 2.66596, 2.97322], [0.98038, 2.99751, 2.11974], [3.00624, 0.98267, 1.62878], [3.73601, 0.85700, 2.43550], [2.85398, 2.05812, 1.48830], [3.45739, 0.59857, 0.70431], [1.32452, 0.90333, -2.53789], [2.42189, 0.66497, -1.81269], [3.66926, 1.48478, -1.91897], [3.66168, 2.91358, -1.31020], [2.38349, 3.42963, -0.71426], [1.28987, 3.66572, -1.45405], [1.27117, 3.48324, -2.94462], [1.23060, 2.03937, -3.51329], [3.97358, 1.59276, -2.97409], [4.00307, 3.59585, -2.10616], [4.48106, 0.92640, -1.42746], [2.03944, 1.97730, -4.26528], [0.46889, 0.22520, -2.50118], [2.47934, -0.21514, -1.17051], [0.28894, 1.93311, -4.07475], [0.38317, 4.00619, -3.32579], [0.41847, 4.17504, -1.03147], [2.14091, 3.98598, -3.39568], [4.43209, 2.94309, -0.52590], [2.46229, 3.79840, 0.31290], [-0.16760, -2.37408, -0.95472], [-0.40585, -3.98077, -0.09859], [-0.57206, -4.77246, -0.84013], [-1.28927, -3.92607, 0.55379], [0.46974, -4.24433, 0.50737], [-1.29876, -2.41362, -2.38864], [-1.25085, -3.40205, -2.86670], [-1.00771, -1.65164, -3.12231], [-2.32597, -2.23350, -2.04534], [1.46169, -2.58095, -1.77656], [1.63746, -1.76714, -2.49255], [1.49420, -3.54046, -2.32208], [2.28583, -2.58529, -1.05295], [-2.16113, 0.98059, -0.07838], [-1.79615, 2.64581, 0.58579], [-2.36332, 3.39856, 0.01989], [-0.72467, 2.86542, 0.48166], [-2.09036, 2.72976, 1.64466], [-2.10572, 1.29078, -1.86288], [-1.29071, 1.99483, -2.08254], [-3.05553, 1.74204, -2.19641], [-1.93555, 0.35941, -2.41731], [-3.92125, 0.70962, 0.38964], [-4.49727, 1.64030, 0.29571], [-3.98636, 0.36253, 1.43321], [-4.35528, -0.06052, -0.26539], [-5.63391, -3.71256, 1.00138], [-4.62170, -3.29332, 0.20638], [-4.08773, -4.39721, -0.40184], [-5.15774, -2.52076, -0.78300], [-3.49137, -2.54422, 0.98779], [-3.44235, -2.60490, 2.21456], [-2.71551, -1.91671, 0.17335]], "forces_ev_per_a": [[-1.6, -0.3, -1.1], [-0.3, 0.6, 0.5], [0.3, -0.7, -0.1], [1.8, -0.4, 0.5], [0.3, 0.9, 1.6], [-0.4, -0.1, 0.4], [0.5, -0.4, -0.2], [0.0, -0.1, 0.2], [0.2, 0.1, 0.0], [-0.2, 0.2, 0.0], [-0.1, -0.4, -0.2], [-0.3, 0.0, 0.2], [0.4, -0.2, 0.2], [0.0, 0.0, -0.2], [-0.4, 0.1, -0.1], [0.0, 0.0, -0.2], [0.0, 0.2, 0.1], [0.0, -0.1, 0.2], [-0.1, 0.7, 0.1], [-0.1, -0.1, -0.2], [0.3, -0.1, 0.0], [-0.1, -0.1, 0.2], [0.3, 0.4, -0.3], [-0.1, -0.1, 0.0], [0.1, -0.3, 0.1], [0.0, 0.0, 0.3], [0.5, -0.1, 0.1], [-0.4, -0.1, -0.4], [0.6, -0.2, 0.0], [0.5, 0.2, 0.3], [-0.4, 0.6, -0.4], [0.5, 0.3, 0.4], [-0.3, 0.3, -0.2], [-0.3, -0.1, -0.6], [-0.2, -0.2, 0.3], [-0.2, 0.0, 0.3], [-0.2, 0.1, -0.3], [-0.3, -0.2, 0.3], [0.2, 0.1, 0.2], [-0.2, 0.2, 0.0], [0.3, 0.0, 0.1], [0.3, 0.0, 0.0], [0.3, -0.2, 0.1], [-0.2, 0.0, 0.3], [-0.2, 0.1, -0.3], [-0.4, -0.3, -0.2], [1.2, -1.6, -1.4], [-0.3, -0.1, 0.0], [0.1, 0.2, 0.1], [0.4, -0.1, -0.2], [-0.2, 0.1, -0.2], [-0.3, -0.1, 0.0], [0.0, 0.2, 0.1], [0.0, -0.2, 0.2], [0.3, -0.1, -0.2], [0.2, -0.1, -0.1], [-0.1, -0.3, 0.2], [-0.2, 0.3, 0.2], [-0.3, 0.0, -0.2], [-0.9, 1.6, 0.5], [-0.1, 0.2, 0.0], [0.1, -0.2, 0.1], [-0.3, -0.1, 0.0], [0.1, -0.1, -0.5], [-0.2, 0.0, -0.5], [-0.2, -0.3, 0.1], [0.3, -0.2, 0.1], [-0.1, 0.3, 0.1], [0.0, 0.0, -0.2], [0.2, -0.2, -0.1], [0.1, 0.1, -0.4], [0.1, 0.3, 0.3], [1.1, 0.5, -0.7], [-0.8, -0.7, -0.2], [-0.3, 0.8, 0.4], [0.4, -0.5, 0.8], [-0.1, 0.2, 0.9], [-0.1, 0.0, -1.5], [-0.3, -0.3, 0.3]], "lowdin_charge": [1.1648, -0.2346, -0.1879, -0.4018, -0.4207, -0.2129, -0.0331, 0.0731, 0.0596, 0.1107, -0.0227, 0.0754, 0.0648, 0.1143, -0.0268, 0.1157, 0.0690, 0.0730, -0.0290, 0.1130, 0.0663, 0.0747, 0.0038, 0.1113, 0.0597, 0.0704, -0.1268, -0.1238, -0.1740, -0.1772, -0.1226, -0.1158, -0.1780, -0.1788, 0.1189, 0.1174, 0.1070, 0.1202, 0.0579, 0.0685, 0.1041, 0.1083, 0.0962, 0.1158, 0.1078, 0.0949, 0.7216, -0.2150, 0.0677, 0.0378, 0.0388, -0.2359, 0.0672, 0.0425, 0.0365, -0.2321, 0.0315, 0.0710, 0.0239, 0.7139, -0.2384, 0.0667, 0.0235, 0.0433, -0.2278, 0.0380, 0.0736, 0.0260, -0.2165, 0.0642, 0.0520, 0.0454, 0.1514, -0.4759, 0.1246, 0.1226, -0.5334, 0.0732, -0.2521], "e_above_lowest_kj_mol": 0.0, "charge": 1, "s2": 6.015, "multiplicity": 5, "total_energy_ev": -61347.9787, "homo_lumo_gap_ha": [0.2922, 0.2352]}

{"formula": "C55H50ClIN4P3S2Ti", "method": "ωB97M-V/def2-TZVPD", "symbols": ["Ti", "S", "P", "C", "P", "S", "C", "C", "C", "C", "C", "C", "C", "C", "C", "C", "C", "C", "C", "C", "C", "C", "C", "C", "C", "C", "C", "C", "C", "C", "H", "H", "H", "H", "H", "H", "H", "H", "H", "H", "H", "H", "H", "H", "H", "H", "H", "H", "H", "H", "I", "C", "C", "C", "C", "C", "C", "C", "C", "C", "P", "C", "C", "C", "C", "C", "C", "C", "C", "C", "C", "C", "C", "C", "H", "H", "H", "H", "H", "H", "H", "H", "H", "H", "H", "H", "H", "H", "H", "H", "Cl", "C", "H", "H", "C", "N", "C", "C", "N", "H", "H", "H", "H", "H", "H", "C", "N", "C", "C", "N", "C", "H", "H", "H", "H", "H", "H"], "coordinates": [[-0.56260, 0.91507, 0.22162], [1.93390, 1.71181, -0.07955], [1.03073, 2.91014, 1.29779], [-0.43414, 2.19501, 1.85277], [-0.41358, 1.45163, 3.40855], [0.85492, -0.00266, 3.93408], [-2.13624, 0.85279, 3.60285], [-2.42142, -0.31374, 4.29982], [-3.73410, -0.72494, 4.47392], [-4.77676, 0.03597, 3.96615], [-4.49873, 1.20420, 3.26782], [-3.18625, 1.60289, 3.07611], [-0.32586, 2.78116, 4.66982], [-1.05465, 3.95323, 4.47199], [-0.99004, 4.98677, 5.38788], [-0.18439, 4.86466, 6.51340], [0.54451, 3.70410, 6.71426], [0.47267, 2.66496, 5.79772], [0.66806, 4.49057, 0.47487], [1.57325, 5.03542, -0.43297], [1.29607, 6.23846, -1.05680], [0.10707, 6.90442, -0.78419], [-0.79714, 6.36457, 0.11490], [-0.51736, 5.15937, 0.74385], [2.19509, 3.37550, 2.61165], [3.16942, 2.48849, 3.04992], [3.99552, 2.82724, 4.10838], [3.85271, 4.05469, 4.73644], [2.88400, 4.94819, 4.30082], [2.05921, 4.61146, 3.24180], [-1.59918, -0.89659, 4.69724], [-3.94299, -1.63732, 5.01759], [-5.80224, -0.27708, 4.11782], [-5.30650, 1.80660, 2.86868], [-2.96427, 2.48911, 2.49329], [-1.66545, 4.05597, 3.58431], [-1.56106, 5.89137, 5.22234], [-0.12439, 5.67438, 7.22835], [1.18034, 3.60737, 7.58481], [1.04791, 1.75850, 5.93883], [2.48836, 4.50306, -0.65803], [2.00275, 6.65546, -1.76144], [-0.11728, 7.83874, -1.28174], [-1.73187, 6.87102, 0.31703], [-1.23194, 4.70999, 1.42095], [3.26838, 1.52797, 2.56157], [4.74659, 2.12648, 4.44791], [4.49537, 4.31568, 5.56663], [2.76630, 5.90650, 4.78923], [1.30432, 5.31292, 2.91174], [1.90080, -2.24565, -2.15227], [1.71479, -3.10596, -4.05122], [2.63142, -4.10550, -4.25594], [2.72228, -4.79526, -5.47635], [1.88495, -4.44165, -6.48507], [0.92485, -3.41537, -6.30941], [0.10298, -3.11268, -7.42232], [-0.85988, -2.15726, -7.33759], [-1.02754, -1.48539, -6.11934], [-0.25886, -1.72281, -5.00394], [-0.73642, -0.66460, -3.53741], [-2.56311, -0.85361, -3.62526], [-3.05517, -2.15990, -3.71925], [-4.40719, -2.42762, -3.62392], [-5.30956, -1.39293, -3.41294], [-4.83828, -0.09725, -3.29423], [-3.47925, 0.17176, -3.39867], [-0.34080, 0.98918, -4.20557], [-1.11853, 1.72379, -5.09955], [-0.73593, 2.99818, -5.48210], [0.43401, 3.55462, -4.98363], [1.22175, 2.82968, -4.10491], [0.83288, 1.55791, -3.71571], [0.78331, -2.71597, -5.07408], [3.31369, -4.36456, -3.45918], [3.45616, -5.57869, -5.59699], [1.93105, -4.93495, -7.44674], [0.26549, -3.66310, -8.33963], [-1.49351, -1.91552, -8.17959], [-1.81946, -0.75305, -6.05680], [-2.36730, -2.98248, -3.87363], [-4.75979, -3.44780, -3.71290], [-6.37031, -1.59721, -3.34790], [-5.52450, 0.72116, -3.12065], [-3.14882, 1.19258, -3.27902], [-2.03625, 1.30982, -5.49339], [-1.35657, 3.56295, -6.16494], [0.72398, 4.55624, -5.27219], [2.12615, 3.25903, -3.69477], [1.43572, 1.01640, -2.99614], [-2.83781, 3.03040, -0.56476], [-1.28967, 2.28967, -1.29272], [-0.67402, 3.15332, -1.56098], [-1.66094, 1.86031, -2.21764], [3.58227, -1.53798, 1.75495], [2.26781, -2.16520, 1.68501], [1.99363, -3.38344, 2.43070], [1.29514, -1.50074, 1.14893], [0.42260, -0.90218, 0.67694], [3.82531, -1.33150, 2.79965], [3.54637, -0.59825, 1.20578], [4.33173, -2.19777, 1.31469], [2.44906, -3.30096, 3.41865], [2.39730, -4.25296, 1.90795], [0.91865, -3.48929, 2.55477], [-5.82790, -1.18356, 0.29004], [-4.39225, -1.16393, 0.11497], [-3.57649, -2.22559, -0.20079], [-2.32063, -1.72175, -0.29721], [-2.35223, -0.36605, -0.05778], [-3.61490, -0.07502, 0.18614], [-6.12032, -2.12288, 0.75641], [-6.33084, -1.07800, -0.67151], [-6.10851, -0.36483, 0.94863], [-3.96607, -3.21722, -0.33188], [-1.40230, -2.22705, -0.54208], [-3.98803, 0.91165, 0.39063]], "forces_ev_per_a": [[0.1, 0.5, 0.3], [-0.2, 0.1, 0.0], [-0.1, 0.2, -0.1], [0.6, -0.7, -0.3], [-0.2, -0.1, 0.4], [-0.1, 0.1, -0.1], [0.0, 0.0, 0.0], [0.1, 0.0, 0.0], [-0.1, 0.0, 0.0], [0.0, 0.0, 0.0], [-0.1, 0.0, 0.0], [0.1, 0.1, 0.0], [0.0, 0.1, 0.0], [0.0, -0.1, -0.1], [0.0, 0.1, 0.1], [0.0, 0.0, 0.0], [0.0, 0.0, 0.1], [0.0, -0.1, 0.0], [0.0, 0.0, 0.0], [0.1, 0.0, 0.1], [0.0, 0.0, 0.0], [0.0, 0.0, 0.0], [0.0, 0.0, 0.0], [0.0, 0.0, 0.0], [0.0, 0.1, 0.0], [0.0, -0.1, -0.1], [0.0, 0.0, 0.0], [0.0, 0.0, 0.0], [0.0, 0.0, 0.0], [0.0, 0.0, 0.0], [0.0, 0.0, 0.0], [0.0, 0.0, 0.0], [0.0, 0.0, 0.0], [0.0, 0.0, 0.0], [0.0, 0.0, 0.0], [0.0, 0.0, 0.0], [0.0, 0.0, 0.0], [0.0, 0.0, 0.0], [0.0, 0.0, 0.0], [0.0, 0.0, 0.0], [0.0, 0.0, 0.0], [0.0, 0.0, 0.0], [0.0, 0.0, 0.0], [0.0, 0.0, 0.0], [0.0, 0.0, 0.0], [0.0, 0.0, 0.0], [0.0, 0.0, 0.0], [0.0, 0.0, 0.0], [0.0, 0.0, 0.0], [0.0, 0.0, 0.0], [0.0, 0.1, 0.1], [0.1, -0.1, -0.1], [0.0, 0.1, 0.0], [-0.1, 0.1, 0.0], [0.1, 0.0, 0.1], [0.0, -0.1, -0.3], [0.0, 0.0, 0.1], [0.1, -0.1, 0.0], [0.0, 0.0, 0.0], [0.0, 0.1, 0.0], [-0.1, -0.2, 0.1], [0.0, -0.1, 0.0], [0.0, 0.0, -0.1], [-0.1, 0.0, 0.0], [0.0, 0.0, 0.0], [0.0, 0.0, 0.0], [0.1, 0.0, 0.1], [-0.1, 0.1, -0.1], [0.0, -0.1, 0.0], [0.0, 0.0, 0.0], [0.0, 0.0, 0.0], [0.0, 0.0, 0.0], [0.0, 0.0, 0.1], [0.0, 0.1, 0.2], [0.0, 0.0, 0.0], [0.0, 0.0, 0.0], [0.0, 0.0, 0.0], [0.0, 0.0, 0.0], [0.0, 0.0, 0.0], [0.0, 0.0, 0.0], [0.0, 0.0, 0.0], [0.0, 0.0, 0.0], [0.0, 0.0, 0.0], [0.0, 0.0, 0.0], [0.0, 0.1, 0.0], [-0.1, 0.0, 0.0], [0.0, 0.0, 0.0], [0.0, 0.0, 0.0], [0.0, 0.0, 0.0], [0.0, 0.0, 0.0], [0.2, 0.0, -0.2], [-0.4, 0.2, 0.0], [-0.1, -0.1, 0.1], [0.1, 0.0, -0.1], [0.1, 0.0, 0.1], [0.1, 0.0, -0.2], [0.0, 0.0, 0.1], [-0.6, 0.2, 0.2], [0.3, -0.3, -0.3], [0.0, 0.0, 0.0], [0.0, 0.0, 0.0], [0.0, 0.0, 0.0], [0.0, 0.0, 0.0], [0.0, 0.0, 0.0], [0.0, 0.0, 0.0], [0.0, 0.0, 0.0], [0.2, 0.1, 0.0], [0.0, 0.0, 0.0], [0.0, -0.2, -0.1], [0.0, 0.1, 0.2], [0.0, 0.1, -0.1], [0.0, 0.0, 0.0], [0.0, 0.0, 0.0], [0.0, 0.0, 0.0], [0.0, -0.1, 0.0], [0.0, 0.0, 0.0], [0.0, 0.0, 0.0]], "lowdin_charge": [0.5544, 0.3313, 0.4662, -0.6308, 0.4203, 0.2892, -0.3212, -0.0979, -0.0846, -0.0997, -0.1021, -0.1122, -0.3225, -0.0953, -0.0836, -0.0936, -0.0877, -0.1062, -0.3618, -0.0998, -0.0825, -0.0853, -0.0765, -0.1165, -0.3255, -0.1198, -0.0774, -0.0841, -0.0819, -0.0791, 0.0588, 0.0996, 0.0983, 0.1042, 0.0753, 0.0850, 0.1014, 0.0988, 0.1024, 0.0569, 0.0862, 0.1001, 0.0998, 0.1043, 0.0742, 0.0596, 0.1026, 0.1013, 0.1056, 0.1061, 0.9938, -0.6182, -0.1926, -0.0777, -0.0408, -0.1635, -0.0325, -0.0557, -0.0995, -0.2836, 1.0326, -0.3807, -0.1131, -0.0920, -0.1085, -0.0827, -0.0929, -0.3880, -0.0999, -0.0747, -0.0793, -0.0744, -0.1277, -0.1800, 0.0697, 0.1060, 0.1118, 0.1123, 0.1084, 0.0914, 0.1091, 0.1038, 0.0992, 0.1079, 0.0835, 0.0943, 0.1028, 0.1021, 0.1062, 0.0504, 0.4512, -0.6037, -0.0093, -0.0665, -0.0300, -0.1866, -0.0245, -0.4017, 0.0765, 0.0898, 0.0645, 0.0929, 0.0928, 0.0911, 0.0973, 0.0007, -0.0960, -0.0504, -0.1392, -0.0118, -0.1696, 0.0968, 0.0793, 0.0878, 0.1229, 0.0840, 0.0795], "e_above_lowest_kj_mol": 0.0, "charge": 0, "s2": 0.756, "multiplicity": 2, "total_energy_ev": -157084.4888, "homo_lumo_gap_ha": [0.2584, 0.2647]}

- Which value of charge does entry 3 give?
  0

- Which of these has the highest charge?
  C26H45F3IrO2P2

- Look up the charge of the third one.
  0

- Look up the charge of the second one.
  +1